No. 1
Density functional theory data (the ωB97M-V functional and the def2-TZVPD basis) for C32H45AsF6N3O10S2 as an isolated structure at a distorted geometry.

Each line ends with the Löwdin charge.
Atoms and positions in Å:
As: -0.84668 -1.30482 0.21892  0.928
F: 0.27529 -1.98592 1.39863  -0.266
F: -1.07448 0.17195 1.28052  -0.291
F: -1.92230 -0.72531 -1.12840  -0.299
F: -0.58109 -2.89129 -0.71423  -0.326
F: -2.23617 -2.04674 0.95908  -0.256
F: 0.61331 -0.60114 -0.52144  -0.276
C: 0.22951 3.17460 2.25336  -0.069
C: 0.82337 3.84556 3.36366  -0.046
C: 2.21642 3.79051 3.49352  -0.014
C: 3.03120 3.08685 2.58335  -0.151
C: 2.44609 2.51302 1.49065  -0.026
C: 1.04054 2.51017 1.36008  -0.064
N: 4.51516 3.27913 2.70538  -0.344
O: 4.93630 3.47302 3.81604  0.105
O: 5.04945 3.14526 1.61639  0.069
H: -0.83455 3.15045 2.07008  0.107
H: 0.24669 4.39729 4.09128  0.099
H: 2.69073 4.25262 4.34667  0.110
H: 3.08112 2.05009 0.74983  0.092
H: 0.60205 1.90141 0.58320  0.091
C: -0.61247 -1.25256 3.97729  -0.103
C: -0.50254 -2.22896 4.89393  -0.064
C: 0.53669 -2.21128 5.88299  0.043
C: 1.48014 -1.09241 5.89150  -0.139
C: 1.28983 -0.10384 4.98137  -0.029
C: 0.26985 -0.21267 4.04107  -0.065
N: 2.55816 -0.98211 6.90316  -0.317
O: 2.97829 -2.02292 7.45309  0.043
O: 2.89997 0.16051 7.25919  0.051
H: -1.25360 -1.20070 3.10973  0.077
H: -1.11465 -3.11870 4.88435  0.105
H: 0.68318 -2.99830 6.60793  0.099
H: 2.04624 0.64383 4.79364  0.111
H: 0.31034 0.61680 3.35061  0.083
C: -6.49832 1.75202 -0.95989  -0.064
C: -5.16176 1.49219 -1.02139  -0.045
C: -4.59058 1.52929 -2.33852  -0.004
C: -5.28254 1.76818 -3.52644  -0.146
C: -6.66251 1.94406 -3.39814  -0.046
C: -7.29721 1.97787 -2.17410  -0.048
N: -4.49476 1.75809 -4.80297  -0.352
O: -3.43145 2.27058 -4.79766  0.114
O: -5.14294 1.41843 -5.80311  0.053
H: -7.08467 1.78380 -0.05348  0.096
H: -4.55892 1.20892 -0.17126  0.112
H: -3.57151 1.18869 -2.44753  0.107
H: -7.21546 2.22426 -4.28253  0.111
H: -8.37007 2.09750 -2.20646  0.097
C: -0.15219 1.12910 -4.91180  -0.126
C: 0.84929 0.31280 -4.07636  -0.227
C: 2.13783 1.15813 -3.77564  -0.194
C: 2.69693 0.79209 -2.45773  -0.301
C: 3.95945 1.46222 -2.00822  -0.243
C: 3.80963 3.01361 -1.73224  -0.074
H: -0.27249 2.16738 -4.60261  0.064
H: -1.12567 0.63996 -4.87741  0.055
H: 0.23875 1.25699 -5.92120  0.067
H: 0.30101 0.03122 -3.17736  0.085
H: 0.98106 -0.64989 -4.57029  0.105
H: 1.86078 2.20634 -3.66336  0.105
H: 2.93003 0.90631 -4.48071  0.116
H: 2.00355 1.02938 -1.65086  0.089
H: 2.59340 -0.23353 -2.10348  0.107
H: 4.43660 0.82088 -1.26720  0.083
H: 4.65223 1.43435 -2.84928  0.096
H: 4.81396 3.40232 -1.56393  0.066
H: 3.36740 3.38740 -2.65571  0.062
H: 3.24643 3.31785 -0.85000  0.042
C: -3.71859 -2.65337 -2.85851  -0.186
C: -5.02688 -2.14521 -3.50314  -0.232
C: -6.21941 -2.66667 -2.78249  -0.226
S: -5.72879 -4.24789 -1.99909  0.723
O: -6.33885 -5.43081 -2.64899  -0.369
O: -5.67354 -4.02743 -0.55563  -0.347
C: -3.98680 -4.15248 -2.51931  -0.206
H: -3.54501 -2.15371 -1.90547  0.087
H: -2.81572 -2.43411 -3.42848  0.117
H: -5.17026 -2.09634 -4.58255  0.119
H: -5.04855 -1.07636 -3.29057  0.083
H: -7.08413 -2.81271 -3.42980  0.104
H: -6.47128 -2.05747 -1.91443  0.098
H: -3.95891 -4.68390 -3.47058  0.095
H: -3.36028 -4.57236 -1.73236  0.106
C: 5.22248 -2.32180 1.13370  -0.247
C: 4.11325 -1.29899 1.15954  -0.223
C: 4.37643 -0.34985 2.30033  -0.206
S: 5.49951 -1.20554 3.48756  0.701
O: 4.72846 -1.63791 4.65390  -0.340
O: 6.79350 -0.65779 3.41446  -0.300
C: 5.65192 -2.74986 2.51490  -0.214
H: 5.97372 -1.72027 0.62194  0.116
H: 4.77338 -3.10620 0.52451  0.121
H: 3.24056 -1.86555 1.48437  0.119
H: 4.01009 -0.77481 0.20943  0.105
H: 3.52729 0.12283 2.79395  0.086
H: 5.01994 0.42844 1.89012  0.085
H: 4.87297 -3.46657 2.77501  0.099
H: 6.50679 -3.36757 2.79009  0.105

- multiplicity = 1
- charge = -1
- frontier orbital gap (eV) = 8.51

=====

No. 2
Density functional theory data (the ωB97M-V functional and the def2-TZVPD basis) for a 2-piece molecular cluster, C2H5BrN2O overall at a distorted geometry.

Each line ends with the Löwdin charge.
Atoms and positions in Å:
C: -0.04958 1.12735 0.42740  -0.826
C: 0.22783 -1.85354 -0.02146  0.215
N: -0.60566 2.35343 0.27790  0.153
N: -0.86937 0.05322 0.70813  -0.411
O: 1.12215 0.96107 0.50101  0.049
Br: -2.42908 -0.16978 -0.23332  0.632
H: 1.13587 -1.44231 -0.24680  -0.007
H: 0.05936 -2.46865 0.88668  0.069
H: -0.35265 -1.87036 -0.87455  -0.028
H: -1.54845 2.58940 0.37788  0.055
H: -0.01470 3.12513 0.48579  0.099

- energy relative to the best compared isomer or geometry (same formula, charge and spin) (eV) = 2.836
- multiplicity = 1
- charge = 0
- frontier orbital gap (spin up / spin down) (eV) = 7.97 / 7.82